Entry from the OMol25 dataset: C39H33BrLaN10O2S as an isolated structure at a distorted geometry (wB97M-V/def2-TZVPD).

The energy comes out at -5207.77680 Ha. The total charge is +1. The HOMO energy (spin up / spin down) comes out at -9.28 / -9.28 eV. For the frontier orbital gap (spin up / spin down), the calculation gives 5.6411 / 5.6278 eV. The calculation puts the strongest force on any atom at 1.473 eV/Å. Its LUMO energy (spin up / spin down) is -0.1338 / -0.1340 Ha.

CARTESIAN COORDINATES (ANGSTROEM)
La1 -0.1581 -0.1975 -0.0392
C1 2.2551 -5.5258 -0.3190
C2 2.8557 -4.4294 0.2782
C3 2.5544 -3.1410 -0.1379
C4 1.6486 -2.9294 -1.1752
C5 1.0510 -4.0436 -1.7786
C6 1.3468 -5.3247 -1.3513
N1 1.2530 -1.6296 -1.5621
C7 1.2266 -1.3405 -2.8616
C8 2.0599 -1.9773 -3.8347
C9 2.0134 -1.6117 -5.1431
C10 1.1187 -0.6071 -5.6083
C11 0.2837 0.0070 -4.7352
C12 0.3046 -0.3379 -3.3539
N2 -0.5763 0.1360 -2.4525
N3 -1.6007 0.7840 -2.8871
C13 -2.4504 1.3005 -1.9386
C14 -3.7287 1.6746 -2.3739
C15 -4.5889 2.2866 -1.4932
C16 -4.1522 2.5417 -0.1941
C17 -2.8935 2.1179 0.1711
N4 -2.0528 1.4797 -0.6563
H1 2.4882 -6.5290 0.0138
H2 3.5737 -4.5758 1.0764
H3 3.0385 -2.2881 0.3211
H4 0.3302 -3.8790 -2.5702
H5 0.8626 -6.1700 -1.8242
H6 2.7604 -2.7270 -3.4941
H7 2.6829 -2.0846 -5.8506
H8 1.1169 -0.3367 -6.6550
H9 -0.4110 0.7710 -5.0552
H10 -3.9962 1.4655 -3.3997
H11 -5.5852 2.5720 -1.8031
H12 -4.7765 3.0600 0.5193
H13 -2.5301 2.2936 1.1744
C18 2.1054 -0.6590 3.9830
C19 1.7962 -0.3929 2.5435
N5 1.0369 -1.1787 1.8417
N6 0.6713 -2.3560 2.3763
C20 -0.1786 -3.1227 1.7159
N7 -0.2669 -4.3894 2.1576
S1 -1.2855 -2.6867 0.4557
C21 2.4289 0.7204 1.8177
C22 3.5048 1.4308 2.3441
C23 4.1278 2.3985 1.5754
C24 3.6620 2.6556 0.2947
C25 2.5741 1.9298 -0.1512
N8 1.9766 0.9867 0.5735
H14 1.3097 -1.2670 4.4055
H15 2.1883 0.2729 4.5428
H16 3.0403 -1.2155 4.0896
H17 0.4696 -4.7507 2.7414
H18 -0.8380 -5.0299 1.6374
H19 3.8657 1.2106 3.3387
H20 4.9784 2.9415 1.9654
H21 4.1304 3.3893 -0.3453
H22 2.1641 2.0926 -1.1443
C26 -3.1029 -0.9781 2.5663
O1 -1.9317 -0.1651 2.4056
C27 -1.6617 0.6599 3.4599
C28 -2.1754 0.4882 4.7324
C29 -1.8637 1.4114 5.7238
Br1 -2.5607 1.1495 7.4686
C30 -1.0699 2.5036 5.4672
C31 -0.5391 2.6806 4.1861
C32 -0.8179 1.7442 3.1848
O2 -0.3003 1.8507 1.9394
C33 0.2893 3.8319 3.8463
N9 0.8542 3.9780 2.6656
C34 1.5272 5.1836 2.6953
C35 2.2815 5.8225 1.7148
C36 2.8413 7.0418 2.0362
C37 2.6607 7.6209 3.2999
C38 1.9134 7.0007 4.2820
C39 1.3507 5.7727 3.9573
N10 0.5580 4.8864 4.6629
H23 -2.8969 -1.8324 3.2124
H24 -3.3721 -1.3443 1.5849
H25 -3.9186 -0.3806 2.9771
H26 -2.8062 -0.3523 4.9785
H27 -0.8562 3.2061 6.2605
H28 0.1902 2.7471 1.9169
H29 2.4083 5.3706 0.7396
H30 3.4312 7.5713 1.2998
H31 3.1171 8.5788 3.5096
H32 1.7703 7.4536 5.2543
H33 0.2251 5.0166 5.6010

Cartesian forces, eV/Å:
-0.856 0.793 0.380
-0.010 -0.019 0.038
0.094 -0.066 0.087
-0.009 0.144 -0.254
0.287 -0.273 0.006
0.035 0.110 0.089
0.003 0.013 -0.072
-0.177 0.021 -0.136
-0.095 0.216 0.151
0.102 -0.020 -0.198
0.008 -0.077 0.181
-0.101 0.130 -0.062
-0.081 0.042 -0.063
0.426 -0.317 -0.195
-0.882 0.520 -1.058
0.513 -0.314 -0.647
-0.263 0.290 0.618
0.139 -0.035 -0.105
0.057 -0.019 0.096
-0.023 0.022 -0.023
-0.109 -0.045 0.135
-0.311 0.149 -0.569
0.019 0.017 -0.002
-0.015 0.010 -0.007
-0.018 0.016 0.035
-0.027 -0.051 0.012
0.016 0.003 0.000
-0.014 -0.010 -0.018
0.008 -0.010 0.012
-0.002 0.015 0.010
0.012 -0.010 -0.015
-0.004 0.049 0.001
0.016 0.019 -0.033
0.007 -0.021 0.008
0.021 -0.054 -0.002
0.033 0.035 -0.091
-0.197 -0.556 0.212
0.575 -0.373 0.579
0.370 -0.422 0.846
-0.085 0.405 0.099
-0.007 -0.032 -0.006
-0.166 -0.562 -0.075
0.141 0.224 -0.244
-0.096 -0.101 0.124
-0.026 0.044 -0.134
0.033 0.002 0.110
-0.082 -0.074 -0.125
0.713 0.151 0.381
0.032 -0.011 0.020
0.032 0.007 -0.008
0.002 0.003 0.025
-0.012 0.061 0.032
0.011 -0.062 0.001
-0.017 -0.012 -0.007
-0.012 -0.001 0.028
-0.013 0.007 0.006
0.048 0.033 0.001
-0.140 -0.072 -0.001
-0.086 0.193 0.051
0.088 0.039 -0.060
0.026 -0.018 0.047
-0.053 0.020 0.225
0.063 0.029 -0.172
0.015 -0.024 -0.033
-0.047 -0.136 0.007
0.046 -0.022 0.170
-0.312 0.108 -0.152
0.156 0.204 -0.092
-0.183 -0.162 -0.067
-0.013 0.170 0.250
-0.020 -0.034 -0.004
0.036 0.002 -0.086
-0.016 0.006 0.080
-0.032 0.018 0.096
0.113 -0.068 -0.347
-0.010 -0.051 0.080
0.036 0.021 -0.005
0.030 -0.007 -0.039
0.046 0.032 0.006
0.004 -0.004 -0.053
-0.009 -0.004 0.006
0.236 -0.249 -0.110
0.012 0.039 0.008
-0.010 -0.013 -0.002
-0.008 -0.004 0.002
0.021 0.010 -0.013
-0.034 -0.029 0.034

Mulliken population analysis, charges in e, atoms 1 to 8: number 1, La, carries 0.904; number 2, C, carries -0.551; number 3, C, carries -0.703; number 4, C, carries -0.058; number 5, C, carries -0.525; number 6, C, carries 0.457; number 7, C, carries -0.829; number 8, N, carries 0.385